Entry 1:
Formula: C22H15BiO5P
Source: the OMol25 dataset
Level of theory: the ωB97M-V functional and the def2-TZVPD basis

Output
Orbital gap (alpha / beta)   5.0 / 4.0 eV
Net charge   +3
LUMO (alpha / beta)   -0.462 / -0.499 Eh
Energy   -48390.4909 eV

Atoms and positions in Å:
O -0.02342 -2.95133 -4.60718
C 0.11955 -1.86524 -4.30314
Bi 1.23225 0.88326 -2.92782
O -3.62233 -0.50731 -6.32497
C -2.72034 0.03084 -5.86897
C 2.38458 0.39855 -4.89769
O 2.79395 -0.21350 -5.79194
C -0.25051 2.90064 -3.99443
O -0.05865 4.01857 -3.86178
O -0.03459 1.23193 -0.77784
P 0.01078 0.32176 0.45236
C -1.43776 -0.71377 0.44580
C -2.39753 -0.48622 1.44080
C -3.59640 -1.19923 1.43858
C -3.85950 -2.09767 0.40603
C -2.95136 -2.22674 -0.65085
C -1.75350 -1.51259 -0.65932
C 1.52393 -0.63039 0.51751
C 1.72015 -1.74394 -0.32235
C 2.96822 -2.36995 -0.41645
C 4.02932 -1.93361 0.37061
C 3.84999 -0.82332 1.19098
C 2.62604 -0.14323 1.23815
C -0.01251 1.47250 1.82615
C 0.20856 0.95555 3.11620
C 0.08516 1.81335 4.21153
C -0.21398 3.17203 3.97952
C -0.36049 3.71983 2.68899
C -0.22676 2.85195 1.59982
H -2.17187 0.25565 2.21230
H -4.29135 -1.02068 2.26074
H -4.77445 -2.68762 0.45292
H -3.17793 -2.91849 -1.45260
H -1.06111 -1.60918 -1.50628
H 0.88763 -2.13451 -0.92327
H 3.10025 -3.24698 -1.05130
H 4.99497 -2.41454 0.35587
H 4.62866 -0.45671 1.85528
H 2.45755 0.75040 1.85534
H 0.39540 -0.11947 3.24656
H 0.19216 1.38629 5.22044
H -0.26672 3.83800 4.83550
H -0.57702 4.79335 2.53826
H -0.36902 3.23178 0.58194

---

Entry 2:
Formula: C22H15BrCl2IrN3O4S2
Source: the OMol25 dataset
Level of theory: the ωB97M-V functional and the def2-TZVPD basis

Output
Orbital gap (alpha / beta)   6.8 / 5.9 eV
Net charge   +1
Multiplicity   2
LUMO (alpha / beta)   -0.169 / -0.200 Eh
Energy   -155306.3887 eV

Atoms and positions in Å:
Ir 0.62581 -0.39049 -0.61608
C 1.50876 2.90188 3.85510
S 2.57319 1.60095 3.21225
C 1.79791 1.24978 1.70926
S 2.51101 -0.05096 0.81706
N 0.81508 1.97005 1.28847
N 0.17439 1.44502 0.19799
C -0.63764 2.19681 -0.44872
C -1.54555 1.52381 -1.35434
C -2.47490 2.15854 -2.15017
C -3.31361 1.37355 -2.93135
C -3.20105 -0.00298 -2.87143
C -2.24351 -0.56368 -2.03832
N -1.43847 0.18748 -1.29650
H 1.93023 3.17096 4.82137
H 0.49766 2.52256 3.97734
H 1.51263 3.76224 3.19270
H -0.68071 3.26353 -0.26214
H -2.53188 3.23827 -2.16664
H -4.04764 1.83556 -3.57723
H -3.82923 -0.64593 -3.47033
H -2.12277 -1.63388 -1.95783
Cl 2.70152 -5.70232 3.99534
C 1.97819 -4.41063 3.11163
C 1.31709 -3.38857 3.79829
C 0.70873 -2.36508 3.10629
Cl -0.12456 -1.11985 3.95464
C 0.73631 -2.31299 1.69858
O 0.08810 -1.35423 1.09508
C 1.45954 -3.32218 1.04062
C 1.63901 -3.25677 -0.36853
O 1.30217 -2.32822 -1.10951
C 2.05484 -4.37823 1.74279
H 1.28885 -3.39945 4.87949
H 2.13152 -4.11126 -0.84547
H 2.58827 -5.15538 1.20985
Br 2.61457 1.00755 -2.23587
C 3.25158 -0.64856 -2.92468
C 4.59323 -0.93545 -2.74330
C 5.09579 -2.11261 -3.28049
C 4.25934 -2.96780 -3.98588
C 2.91904 -2.65395 -4.14951
C 2.39178 -1.48984 -3.60184
C 0.92652 -1.21870 -3.74587
O 0.35331 -1.49867 -4.76840
O 0.29076 -0.67222 -2.72058
H 5.22860 -0.25083 -2.19856
H 6.14342 -2.34865 -3.15120
H 4.65229 -3.88100 -4.41252
H 2.25737 -3.30034 -4.71095

---

Entry 3:
Formula: C22H15Cl2MnN5O4S
Source: the OMol25 dataset
Level of theory: the ωB97M-V functional and the def2-TZVPD basis

Output
Orbital gap (alpha / beta)   6.3 / 6.6 eV
Multiplicity   2
LUMO (alpha / beta)   -0.071 / -0.061 Eh
Energy   -105896.4024 eV

Atoms and positions in Å:
Mn 0.21803 -0.32143 0.07124
O 2.89162 -0.32149 -5.00284
C 1.89159 0.52976 -5.07931
O 1.64457 1.16656 -6.07230
C 1.04082 0.68975 -3.86118
C -0.05489 1.53741 -3.78389
N -0.59231 1.39780 -2.56394
N 0.08065 0.50182 -1.83984
C 1.08432 0.05985 -2.59832
C 1.98314 -0.97875 -1.96546
O 2.89585 -1.47836 -2.61606
O 1.66089 -1.25139 -0.76856
H 2.98123 -0.79918 -4.12711
H -0.43282 2.21475 -4.52580
H -1.41353 1.84803 -2.17146
C -1.25402 -1.81122 -0.67208
C -1.47788 -2.74238 0.41411
C -0.48889 -3.67466 0.78689
C -0.65063 -4.47763 1.88984
C -1.82003 -4.38848 2.65807
C -2.83539 -3.50732 2.27133
C -2.66880 -2.71065 1.16367
C -1.95530 -5.17812 3.81608
N -2.03961 -5.81836 4.76484
H -2.18339 -1.37844 -1.05754
H -0.67753 -2.27243 -1.47898
H 0.41959 -3.73566 0.20238
H 0.11163 -5.18806 2.17519
H -3.74623 -3.45503 2.84895
H -3.45979 -2.04284 0.85228
Cl 2.60084 2.64031 1.42307
C 1.04430 3.36136 1.24331
C 0.83652 4.69595 1.49661
C -0.43094 5.24766 1.35075
C -1.49716 4.46142 0.92826
C -1.28953 3.13017 0.67228
Cl -2.56198 2.09647 0.11477
C -0.02111 2.50460 0.83465
N 0.12928 1.21787 0.66127
H 1.66484 5.30664 1.81719
H -0.58480 6.29376 1.55740
H -2.48115 4.88353 0.80456
S -1.65859 -0.88669 4.36190
C -0.09012 -1.57745 4.33165
C 0.44694 -1.47342 3.08986
N -0.34760 -0.84947 2.17794
C -1.48648 -0.49150 2.70839
H 0.33958 -2.00247 5.21470
H 1.41983 -1.83113 2.79862
H -2.25991 0.02355 2.16859

---

Entry 4:
Formula: C22H15Cl3MnN6O3
Source: the OMol25 dataset
Level of theory: the ωB97M-V functional and the def2-TZVPD basis

Output
Orbital gap (alpha / beta)   7.3 / 8.0 eV
Net charge   +1
Multiplicity   5
LUMO (alpha / beta)   -0.194 / -0.168 Eh
Energy   -107022.5836 eV

Atoms and positions in Å:
Mn -0.04306 0.03671 -0.55138
C -2.32539 -1.12840 -2.54837
C -2.35954 -1.76846 -1.19833
C -3.33853 -2.70434 -0.87556
C -3.36472 -3.27262 0.38182
C -2.41085 -2.88701 1.31358
C -1.47278 -1.94290 0.95840
N -1.44436 -1.40531 -0.28837
C -0.47633 -1.39680 1.89117
C -0.33854 -1.71662 3.23048
C 0.61627 -1.04295 3.97603
C 1.41028 -0.07337 3.38298
C 1.21412 0.20713 2.04170
N 0.30417 -0.46643 1.33935
C 1.87232 1.25764 1.25057
C 2.75834 2.16789 1.78092
C 3.27173 3.16377 0.96167
C 2.88403 3.20754 -0.36023
C 1.97511 2.27411 -0.85723
C 1.50363 2.37718 -2.27107
N 1.48807 1.30916 -0.05464
H -3.06418 -1.58505 -3.20062
H -1.33953 -1.21953 -3.00466
H -2.54258 -0.06132 -2.46027
H -4.07517 -2.97131 -1.61888
H -4.12142 -3.99965 0.64233
H -2.40285 -3.30986 2.30656
H -0.97421 -2.45300 3.69774
H 0.72294 -1.25645 5.03051
H 2.14213 0.46400 3.96715
H 3.03864 2.10793 2.82189
H 3.95651 3.90078 1.35798
H 3.26326 3.97090 -1.02347
H 2.15945 3.03300 -2.83734
H 0.49209 2.79058 -2.28790
H 1.46185 1.40779 -2.75900
O 0.79044 -0.63764 -2.15859
N 1.86466 -1.19213 -2.64191
C 2.38859 -2.25814 -2.12294
C 1.81757 -2.90179 -0.98109
N 1.29241 -3.32036 -0.04894
C 3.58469 -2.78827 -2.69161
N 4.55723 -3.23529 -3.10605
Cl -2.29526 4.24670 1.34499
C -2.73351 3.23610 -0.03542
Cl -2.71525 4.18595 -1.51266
Cl -4.35466 2.54396 0.22102
C -1.78233 2.02086 -0.10838
O -1.38095 1.62980 -1.24097
O -1.47452 1.45550 0.94701

---

Entry 5:
Formula: C22H15ClN7ORh
Source: the OMol25 dataset
Level of theory: the ωB97M-V functional and the def2-TZVPD basis

Output
Orbital gap (alpha / beta)   6.1 / 6.3 eV
Net charge   +2
Multiplicity   5
LUMO (alpha / beta)   -0.232 / -0.327 Eh
Energy   -51050.5066 eV

Atoms and positions in Å:
Rh -0.26945 0.35850 0.09953
Cl 4.02986 -0.60690 5.86146
C 2.77520 -0.29118 4.77940
C 1.52251 0.10192 5.22585
C 0.55067 0.34206 4.28421
C 0.77035 0.20513 2.87705
O -0.22490 0.45411 2.12422
C 2.08938 -0.20416 2.41219
C 2.50714 -0.37634 1.06134
N 1.68482 -0.18548 -0.03984
C 2.14501 -0.23164 -1.26782
C 3.51376 -0.48847 -1.67292
C 3.83261 -0.56164 -3.00229
C 2.87725 -0.38322 -4.00826
C 1.51326 -0.09475 -3.67383
C 0.51057 0.10821 -4.63048
C -0.77381 0.38752 -4.21167
C -1.04186 0.47378 -2.85198
N -0.09749 0.28558 -1.92921
C 1.15647 -0.00534 -2.32744
C 3.04504 -0.43903 3.38246
H 1.32889 0.21391 6.28277
H -0.44314 0.65150 4.58021
H 3.53113 -0.67317 0.89687
H 4.28314 -0.63049 -0.93148
H 4.85556 -0.76437 -3.28965
H 3.15912 -0.45492 -5.04968
H 0.74728 0.04599 -5.68483
H -1.57100 0.54644 -4.92342
H -2.03267 0.70419 -2.48567
H 4.04398 -0.74462 3.09914
N -3.23930 -2.94935 0.42701
C -1.94049 -2.68063 0.28328
N -1.78274 -1.37115 0.21871
C -3.05210 -0.89415 0.33224
N -3.96751 -1.82031 0.45689
C -3.28588 0.54864 0.31023
C -4.53781 1.13773 0.41840
N -4.68737 2.45572 0.39457
C -3.58782 3.18835 0.26662
C -2.32757 2.61789 0.15577
N -2.18101 1.29276 0.17438
H -3.69525 -3.84618 0.51002
H -1.17035 -3.43228 0.23497
H -5.42453 0.52562 0.52589
H -3.70426 4.26455 0.25073
H -1.43471 3.21969 0.05403

---

Entry 6:
Formula: C22H15ClN8O3S
Source: the OMol25 dataset
Level of theory: the ωB97M-V functional and the def2-TZVPD basis

Output
Orbital gap   7.6 eV
LUMO   -0.022 Eh
Energy   -64478.1847 eV

Atoms and positions in Å:
O -3.89850 3.21188 -5.89192
C -3.47123 4.32359 -5.64112
O -4.01223 5.48374 -6.12087
C -2.26555 4.41779 -4.77315
C -1.70394 3.33231 -4.11514
C -0.55050 3.72925 -3.35342
C 0.29303 2.73385 -2.66389
C 1.25258 2.99710 -1.71205
N 1.73661 1.77299 -1.27455
C 1.11330 0.82801 -2.04683
C 1.40288 -0.65160 -1.88861
C 0.43987 -1.54077 -2.68911
C -0.59709 -1.98643 -1.69115
C 0.08634 -1.76428 -0.39830
N -0.27634 -2.26458 0.75315
C 0.52684 -2.08322 1.89692
C 0.10826 -2.77748 3.11528
C -0.32774 -4.08080 2.95625
C -0.63428 -4.89189 4.06918
Cl -1.09893 -6.56337 3.88253
C -0.61014 -4.36160 5.32866
C -0.16148 -3.04112 5.52889
C 0.27287 -2.23851 4.45578
N 0.67842 -0.92064 4.71891
C 1.37040 -0.45324 5.82206
N 1.39331 0.83472 5.79671
N 0.84700 1.18580 4.62144
N 0.38580 0.18512 3.97976
C 1.69525 -1.30574 1.81249
C 2.03209 -0.70737 0.53029
O 3.10535 -0.14054 0.33834
N 1.20118 -1.00221 -0.52151
N 0.20805 1.37488 -2.80660
C -0.33706 5.10289 -3.39470
S -1.48223 5.94709 -4.43210
H -4.76002 5.17470 -6.64624
H -2.05134 2.30187 -4.24851
H 1.52381 3.99432 -1.36503
H 2.56261 1.60353 -0.67136
H 2.44482 -0.88499 -2.15897
H 0.97161 -2.44659 -3.02982
H 0.01094 -1.11304 -3.57143
H -1.44888 -1.36241 -1.74679
H -0.92635 -3.00122 -1.86883
H -0.43239 -4.61225 1.99830
H -0.95121 -4.95563 6.17858
H -0.23757 -2.67127 6.55885
H 1.70920 -1.10445 6.63691
H 2.35038 -1.13402 2.64610
H 0.51222 5.52582 -2.90342